[1]
Here is CHBrCl2S as an isolated structure in a non-equilibrium geometry from the Open Molecules 2025 dataset. Energies are from wB97M-V/def2-TZVPD.

XYZ file:
```
6
CHBrCl2S (wB97M-V/def2-TZVPD)
C 0.80961 -0.22840 -1.36767
S -1.25654 0.51545 2.36730
Cl 0.28374 -0.54476 0.25817
Cl 2.20860 0.66088 -1.60956
Br -0.60907 0.44571 -2.46727
H -1.43634 -0.84888 2.81903
```

HOMO energy (spin up / spin down) = -9.10 / -9.91 eV
E = -106972.2194 eV
Max |F| = 2.14 eV/A
Gap between HOMO and LUMO (spin up / spin down) = 6.86 / 8.52 eV

[2]
Here is a 2-piece molecular cluster, CHBrClNO overall in a non-equilibrium geometry from the Open Molecules 2025 dataset. Energies are from wB97M-V/def2-TZVPD.

XYZ file:
```
6
CHBrClNO (wB97M-V/def2-TZVPD)
C 0.26616 -0.50272 -0.28867
N -0.40057 0.42963 0.33901
O -1.66662 0.50405 0.39207
Cl 1.89136 -0.53848 -0.29113
Br -0.58991 -1.80469 -1.51958
H 0.49958 1.91221 1.36829
```

HOMO energy (spin up / spin down) = -9.88 / -9.52 eV
E = -87149.4709 eV
Max |F| = 3.18 eV/A
Gap between HOMO and LUMO (spin up / spin down) = 9.21 / 7.40 eV

[3]
Here is a 2-piece molecular cluster, CHBrN2O3 overall in a non-equilibrium geometry from the Open Molecules 2025 dataset. Energies are from wB97M-V/def2-TZVPD.

XYZ file:
```
8
CHBrN2O3 (wB97M-V/def2-TZVPD)
C 1.77307 -0.41238 -0.91497
N -1.61081 0.90381 0.23743
N 1.40762 -0.71373 0.15307
O 1.00493 -0.77842 1.25418
O -0.72050 0.91095 -0.48477
O -2.09118 1.75497 0.92204
Br -2.36584 -1.09444 0.51900
H 2.60271 -0.57074 -1.68597
```

HOMO energy (spin up / spin down) = -8.38 / -10.28 eV
E = -80208.6842 eV
Spin multiplicity = 3
<S²> = 2.01
Max |F| = 4.41 eV/A
Gap between HOMO and LUMO (spin up / spin down) = 9.11 / 6.13 eV

[4]
Here is a 2-piece molecular cluster, CHBrS overall in a non-equilibrium geometry from the Open Molecules 2025 dataset. Energies are from wB97M-V/def2-TZVPD.

XYZ file:
```
4
CHBrS (wB97M-V/def2-TZVPD)
C -0.83707 0.51284 0.27988
S 1.70323 -1.38902 -0.02509
Br -2.31825 -0.46544 0.00658
H 0.15596 -0.22109 0.65184
```

HOMO energy (spin up / spin down) = -9.42 / -9.25 eV
E = -81923.7612 eV
Max |F| = 2.24 eV/A
Gap between HOMO and LUMO (spin up / spin down) = 6.66 / 6.87 eV

[5]
Here is CHCdF3N as an isolated structure in a non-equilibrium geometry from the Open Molecules 2025 dataset. Energies are from wB97M-V/def2-TZVPD.

XYZ file:
```
7
CHCdF3N (wB97M-V/def2-TZVPD)
N -0.72224 1.38477 0.17429
C -0.25945 0.02494 -0.03884
F 0.37421 -0.49949 1.12176
F -1.35154 -0.76782 -0.41051
F 0.60452 0.03602 -1.15304
H -0.70663 1.82306 -0.76615
Cd 2.06112 -2.00147 1.07248
```

Net charge = +1
HOMO energy = -13.20 eV
E = -15246.5962 eV
Max |F| = 4.68 eV/A
Gap between HOMO and LUMO = 3.46 eV

[6]
Here is one molecule with the formula CHCl2F2P in a non-equilibrium geometry from the Open Molecules 2025 dataset. Energies are from wB97M-V/def2-TZVPD.

XYZ file:
```
7
CHCl2F2P (wB97M-V/def2-TZVPD)
C -0.52904 -0.45995 0.13439
F 1.68224 0.03736 -0.88728
F 1.17851 1.47175 0.79820
P 0.45673 1.01670 -0.60237
Cl -0.95341 -1.30951 -1.38580
Cl -1.90785 0.12879 0.95671
H 0.07282 -0.88515 0.98615
```

HOMO energy = -10.37 eV
Structure (SMILES) = FP(F)C(Cl)Cl
E = -40823.0101 eV
Max |F| = 2.84 eV/A
Gap between HOMO and LUMO = 10.90 eV